Molecular formula: C4H5LiO6
Method: DFT, ωB97M-V/def2-TZVPD

Positions of all 16 atoms, in Å:
1 C -0.612 0.463 0.955
2 C -1.072 -0.303 -0.273
3 O 0.002 -0.227 -1.218
4 O 0.732 0.080 1.222
5 H -1.240 0.187 1.812
6 H -0.614 1.532 0.687
7 H -2.005 0.098 -0.688
8 H -1.236 -1.353 0.007
9 H 1.017 -0.256 0.134
10 C -0.384 -0.141 -2.847
11 O 0.647 0.037 -3.496
12 O -1.046 -1.168 -3.045
13 Li 0.606 -2.269 -2.991
14 O 1.052 2.019 3.261
15 O 2.507 0.289 3.428
16 C 1.646 1.014 3.052

energy relative to the best compared isomer or geometry (same formula, charge and spin): 4.5946 eV
HOMO-LUMO gap: 8.6 eV
LUMO energy: -1.44 eV
HOMO level: -10.066 eV
M: 156.0 g/mol

***

Molecular formula: C2H3NO3
Method: DFT, ωB97M-V/def2-TZVPD

Positions of all 9 atoms, in Å:
1 O 1.469 1.387 -1.320
2 C 0.754 0.711 -0.690
3 N 0.932 -0.020 0.567
4 O -0.010 -1.034 0.615
5 C -1.096 -0.308 0.135
6 O -0.542 0.298 -0.974
7 H 1.869 -0.424 0.942
8 H -1.925 -1.025 -0.104
9 H -1.451 0.416 0.829

SMILES: O=C1NOCO1
energy relative to the best compared isomer or geometry (same formula, charge and spin): 3.0962 eV
HOMO-LUMO gap: 10.6 eV
LUMO energy: 0.78 eV
HOMO level: -9.785 eV
M: 89.0 g/mol

***

What did the first record say?
Molecular formula: C4H5LiO6
Method: DFT, ωB97M-V/def2-TZVPD

Positions of all 16 atoms, in Å:
1 C -0.612 0.463 0.955
2 C -1.072 -0.303 -0.273
3 O 0.002 -0.227 -1.218
4 O 0.732 0.080 1.222
5 H -1.240 0.187 1.812
6 H -0.614 1.532 0.687
7 H -2.005 0.098 -0.688
8 H -1.236 -1.353 0.007
9 H 1.017 -0.256 0.134
10 C -0.384 -0.141 -2.847
11 O 0.647 0.037 -3.496
12 O -1.046 -1.168 -3.045
13 Li 0.606 -2.269 -2.991
14 O 1.052 2.019 3.261
15 O 2.507 0.289 3.428
16 C 1.646 1.014 3.052

energy relative to the best compared isomer or geometry (same formula, charge and spin): 4.5946 eV
HOMO-LUMO gap: 8.6 eV
LUMO energy: -1.44 eV
HOMO level: -10.066 eV
M: 156.0 g/mol

***

What is the energy relative to the best compared isomer or geometry (same formula, charge and spin) in the first record? 4.5946 eV

***

The highest HOMO level belongs to which entry? C2H3NO3

***

Please write out number 2 again, unchanged.
Molecular formula: C2H3NO3
Method: DFT, ωB97M-V/def2-TZVPD

Positions of all 9 atoms, in Å:
1 O 1.469 1.387 -1.320
2 C 0.754 0.711 -0.690
3 N 0.932 -0.020 0.567
4 O -0.010 -1.034 0.615
5 C -1.096 -0.308 0.135
6 O -0.542 0.298 -0.974
7 H 1.869 -0.424 0.942
8 H -1.925 -1.025 -0.104
9 H -1.451 0.416 0.829

SMILES: O=C1NOCO1
energy relative to the best compared isomer or geometry (same formula, charge and spin): 3.0962 eV
HOMO-LUMO gap: 10.6 eV
LUMO energy: 0.78 eV
HOMO level: -9.785 eV
M: 89.0 g/mol